The following is a quantum chemistry calculation of 2 unconnected molecules or ions with the total composition C3H11N2, from the Open Molecules 2025 dataset.

The geometry in XYZ format:
```
16
Properties=species:S:1:pos:R:3:lowdin_charge:R:1
C -0.33621 -2.88477 -1.49370 0.014
H 0.26770 0.45329 -0.26579 0.068
H 0.92182 3.62025 1.47128 0.166
C -0.54982 0.16996 0.41662 -0.163
H 0.46797 -3.38203 -2.01044 0.053
N 1.00905 2.80541 0.86080 0.324
H 0.65537 1.95121 1.31281 0.102
H -0.12645 0.23892 1.43742 0.076
H -1.40880 0.83200 0.32030 0.093
H -1.88494 -1.18233 -0.32788 0.120
H 0.96433 -1.89237 -0.18086 0.109
N -0.97901 -1.17883 0.11506 -0.094
C -0.04991 -1.98866 -0.55745 -0.253
H 1.98026 2.68863 0.56422 0.167
H -1.35826 -3.17635 -1.68669 0.060
H 0.42691 2.92566 0.02431 0.159
```

## Properties
Energy   -6261.5077 eV
Orbital gap   6.9 eV
Relative energy (zero: lowest compared OMol25 entry of this formula, charge and spin)   2.074 eV
Total charge   +1

=====

The following is a quantum chemistry calculation of 2 unconnected molecules or ions with the total composition C3H11N2, from the Open Molecules 2025 dataset.

The geometry in XYZ format:
```
16
Properties=species:S:1:pos:R:3:lowdin_charge:R:1
H -0.87306 2.17869 1.34266 0.154
H -1.29090 0.38436 -1.90365 0.192
H 0.46078 -0.58413 2.95744 0.059
H 0.35841 0.55146 -1.72409 0.175
C -0.29920 -1.39701 -1.92771 -0.085
H -1.16782 -1.78398 -2.50555 0.118
H 1.42419 1.36065 0.70198 0.107
N -0.74835 1.16369 0.99377 -0.033
H -0.68150 0.26908 -0.32133 0.127
H -0.06859 -2.04964 -1.18968 0.051
H -1.31417 0.76140 1.76762 0.115
H 2.24671 -0.20250 2.29038 0.085
C 1.11485 -0.10006 2.22162 0.034
H 0.64130 -1.36768 -2.63838 0.149
N -0.44251 -0.08072 -1.41653 0.026
C 0.63984 0.89640 1.35144 -0.273
```

## Properties
Energy   -6261.2537 eV
Orbital gap   10.2 eV
Relative energy (zero: lowest compared OMol25 entry of this formula, charge and spin)   2.328 eV
Total charge   +1

=====

The following is a quantum chemistry calculation of 2 unconnected molecules or ions with the total composition C3H11N2O, from the Open Molecules 2025 dataset.

The geometry in XYZ format:
```
17
Properties=species:S:1:pos:R:3:lowdin_charge:R:1
H -1.97779 0.96266 -0.15482 0.106
H 1.47325 0.17318 -0.48682 0.173
H -0.20299 2.50410 0.39784 0.129
H 0.91925 -1.26060 2.71933 0.131
H -1.10727 0.52607 -1.66492 0.062
H 0.94182 -1.89956 1.06998 0.121
H 0.21317 0.76786 2.11059 0.167
H -1.77520 2.16246 -1.57261 0.074
H 0.62744 2.13958 -1.15406 0.124
H -0.14905 -2.23712 -1.48046 0.038
N 0.78703 0.55720 0.13988 0.065
O 0.08424 -2.82551 -0.75925 -0.048
C 0.69507 0.14082 1.37687 -0.119
N 0.98032 -1.10078 1.72737 0.197
H -0.25539 -3.70557 -0.94628 0.060
C -1.31159 1.37569 -1.00459 -0.064
C 0.05769 1.71951 -0.31805 -0.218
```

## Properties
Energy   -8310.7457 eV
Orbital gap   11.1 eV
Relative energy (zero: lowest compared OMol25 entry of this formula, charge and spin)   1.047 eV
Total charge   +1

=====

The following is a quantum chemistry calculation of 2 unconnected molecules or ions with the total composition C3H11N2O2, from the Open Molecules 2025 dataset.

The geometry in XYZ format:
```
18
Properties=species:S:1:pos:R:3:lowdin_charge:R:1
H -0.23457 -1.98618 3.26222 0.058
H 0.68264 3.11219 -0.64401 0.133
H -0.11633 -1.91046 0.29769 0.081
N -0.39506 -0.68220 -1.43572 0.005
H 1.34594 -1.30807 -0.47577 0.124
H -0.24797 -0.86886 2.15597 -0.013
C -0.70156 0.57482 -1.00138 -0.026
N 0.30383 2.56122 0.10378 0.215
H 0.46808 -2.51864 -1.29017 0.110
H 1.42541 0.86717 -0.35479 0.240
C 0.31031 -1.64938 -0.66670 -0.028
C 0.42818 1.20015 0.07878 -0.545
O -0.54381 -1.75688 2.37945 -0.060
H -1.62907 0.66183 -0.45359 0.167
H 0.21402 2.88441 1.05734 0.147
O 0.31141 0.61828 1.15904 0.074
H -0.78997 -1.03105 -2.29616 0.172
H -0.83149 1.23166 -1.87596 0.147
```

## Properties
Energy   -10353.1244 eV
Orbital gap   6.0 eV
Relative energy (zero: lowest compared OMol25 entry of this formula, charge and spin)   6.628 eV
Total charge   +1

=====

What did the fourth record say?
The following is a quantum chemistry calculation of 2 unconnected molecules or ions with the total composition C3H11N2O2, from the Open Molecules 2025 dataset.

The geometry in XYZ format:
```
18
Properties=species:S:1:pos:R:3:lowdin_charge:R:1
H -0.23457 -1.98618 3.26222 0.058
H 0.68264 3.11219 -0.64401 0.133
H -0.11633 -1.91046 0.29769 0.081
N -0.39506 -0.68220 -1.43572 0.005
H 1.34594 -1.30807 -0.47577 0.124
H -0.24797 -0.86886 2.15597 -0.013
C -0.70156 0.57482 -1.00138 -0.026
N 0.30383 2.56122 0.10378 0.215
H 0.46808 -2.51864 -1.29017 0.110
H 1.42541 0.86717 -0.35479 0.240
C 0.31031 -1.64938 -0.66670 -0.028
C 0.42818 1.20015 0.07878 -0.545
O -0.54381 -1.75688 2.37945 -0.060
H -1.62907 0.66183 -0.45359 0.167
H 0.21402 2.88441 1.05734 0.147
O 0.31141 0.61828 1.15904 0.074
H -0.78997 -1.03105 -2.29616 0.172
H -0.83149 1.23166 -1.87596 0.147
```

## Properties
Energy   -10353.1244 eV
Orbital gap   6.0 eV
Relative energy (zero: lowest compared OMol25 entry of this formula, charge and spin)   6.628 eV
Total charge   +1

=====

- Which of these has the highest orbital gap?
  C3H11N2O